1.
The following is a quantum chemistry calculation of 2 unconnected molecules or ions with the total composition C38H35N4O3 at a distorted geometry, from the OMol25 dataset.

The geometry in ORCA input format:
```
! wB97M-V def2-TZVPD RIJCOSX def2/J DEFGRID3
* xyz 1 1
O -3.06710 -0.20911 0.56566
O 4.47719 -1.26393 -0.08592
O -4.85204 0.64343 -5.61204
N 0.68890 -2.23053 3.05827
N -1.74094 -1.70339 1.70355
N 3.13265 -1.83601 1.69560
N 0.72383 -0.24277 -0.63260
C 7.68352 -3.11502 3.33877
C 5.84874 -3.59173 1.88638
C 1.86931 3.77452 -2.65950
C 2.38964 4.96190 -2.20351
C -2.23228 2.95875 -4.35857
C -3.42236 2.53763 -4.88056
C 1.90642 -2.08051 3.85558
C -0.40291 -0.55165 -0.01381
C -0.33107 4.73902 -2.63079
C 0.02301 2.38767 -3.42426
C -1.69498 -2.71928 2.76740
C 6.89236 -4.02814 2.67275
C 5.58121 -2.23120 1.75771
C 4.37028 -1.74335 1.03044
C -0.58586 -2.40864 3.75687
C 2.14935 7.34636 -1.49700
C -3.66960 1.16906 -5.11545
C -5.01236 -1.27975 2.80339
C -2.62744 0.26236 -4.83557
C 3.12608 -2.45508 3.03513
C -5.93369 1.54385 -5.66651
C 0.49251 3.63454 -2.92265
C 6.40402 -1.32347 2.41557
C -0.49762 -1.30245 1.14670
C -6.36142 -3.25277 2.86997
C 1.90049 -1.40383 1.12597
C -6.07820 -1.98102 3.32553
C -1.44753 0.67775 -4.29667
C -2.98371 -1.17330 1.30874
C 1.56974 6.06160 -1.97317
C 0.20001 5.92195 -2.17476
C 1.82978 -0.69197 -0.06169
C -1.21372 2.04057 -3.99982
C -4.52187 -3.12508 1.35861
C 7.44598 -1.76317 3.20078
C -4.21162 -1.85011 1.81819
C 0.69374 -1.68790 1.76858
C -5.58730 -3.82123 1.88066
H -4.16802 3.26682 -5.14504
H 2.75331 -0.48046 -0.57259
H 4.03981 -2.14498 3.55156
H -6.13115 1.94905 -4.67323
H -0.80420 -1.48064 4.29181
H -2.04526 4.01303 -4.29424
H 1.41659 8.15249 -1.54115
H 2.49434 7.26071 -0.46606
H 8.07378 -1.05322 3.71358
H 8.49366 -3.45753 3.96069
H 3.17745 -3.53945 2.89493
H 2.99852 7.63758 -2.11600
H -1.31447 -0.16202 -0.43623
H -0.47854 -3.19824 4.50429
H 7.09129 -5.08274 2.77470
H 2.51578 2.92993 -2.82993
H -2.79006 -0.77729 -5.05529
H 1.96983 -1.03549 4.17165
H -1.53165 -3.69126 2.29062
H -6.81434 0.99705 -6.00322
H -0.45378 6.74951 -1.95755
H 5.22309 -4.30243 1.37554
H -2.66473 -2.75669 3.27021
H 1.82549 -2.68721 4.76067
H -0.66733 -0.03345 -4.08979
H 3.44693 5.04531 -2.01861
H -3.90578 -3.56468 0.59425
H 0.73514 1.58241 -3.35646
H -6.69654 -1.54004 4.09005
H -7.19148 -3.80218 3.28170
H -1.39755 4.64042 -2.68926
H -4.78467 -0.29134 3.16239
H -5.72502 2.34261 -6.37791
H -5.81672 -4.80887 1.51569
H 6.20313 -0.27130 2.31631
*
```

The calculated total energy is -1913.5609 Eh. For the molar mass, the calculation gives 595.7 g mol⁻¹. For the energy above the lowest of the compared OMol25 structures with the same formula, charge and spin, the calculation gives 0.0000 eV.

Here are the Löwdin charges for atoms 1 to 8, given in e: atom 1 (O): 0.071, atom 2 (O): 0.075, atom 3 (O): -0.041, atom 4 (N): -0.079, atom 5 (N): 0.041, atom 6 (N): 0.051, atom 7 (N): 0.057, atom 8 (C): -0.079

2.
The following is a quantum chemistry calculation of a molecular structure, C38H36Cl2N7OSW, from the OMol25 dataset.

The geometry in ORCA input format:
```
! wB97M-V def2-TZVPD RIJCOSX def2/J DEFGRID3
* xyz 3 1
W 0.01124 -0.02069 -0.21848
Cl 2.52351 -0.05670 -0.46008
Cl 0.80292 -3.19544 -4.54325
S 0.11206 -1.55302 -1.94031
O 1.62695 6.23385 -3.50830
N 3.56862 6.65399 -2.40333
N 0.61908 -1.69369 1.17654
N 0.51531 1.60106 -1.74188
N -1.81577 -1.16190 0.42783
N 2.57485 4.56850 -2.25462
N -1.81373 1.18334 -0.53348
N 0.07876 1.00496 1.79807
C -0.22381 1.60322 -2.86739
C 7.97187 5.19292 0.96449
C -2.83152 -0.95590 -0.64229
C 2.84041 -1.01246 -1.93633
C -0.48633 1.37981 4.08762
C 4.65401 6.25529 -1.55675
C -2.44726 -0.69963 1.71340
C -4.12190 1.17665 -1.14742
C 0.83096 3.60006 -3.67500
C 1.72354 -1.70946 1.95013
C 0.91690 2.05923 1.89644
C 0.11783 -3.90243 1.95126
C 4.58171 6.47659 -0.18842
C 1.08456 2.81634 3.03157
C 2.53361 5.87722 -2.78822
C -1.53876 -0.53246 2.91540
C 5.64798 6.12029 0.62601
C 6.84880 5.32220 -1.28281
C 1.76805 -1.63555 -2.55105
C 2.05988 -2.38462 -3.69762
C 5.79144 5.67358 -2.10594
C -2.97978 3.24849 -0.80180
C -0.62103 0.66163 2.90590
C 2.08508 -2.79559 2.71366
C 6.79833 5.54379 0.09397
C -0.07996 2.57691 -3.83441
C 0.36324 2.46747 4.16293
C -1.84135 2.52997 -0.50817
C 1.61688 3.61744 -2.51276
C -2.95517 0.52314 -0.81429
C 4.39549 -1.83282 -3.51067
C -0.19476 -2.76563 1.23097
C 1.41452 2.59367 -1.58990
C 4.14291 -1.08144 -2.36661
C 3.36275 -2.47826 -4.17099
C 1.28809 -3.93355 2.69079
C -1.49551 -2.61364 0.51621
C -4.13382 2.56468 -1.15756
H -2.48620 -1.43775 -1.55947
H -2.93491 0.25289 1.51594
H 3.56044 7.58398 -2.79693
H -0.56732 -4.73984 1.94755
H -0.91943 3.03690 -0.26031
H 3.70710 6.96336 0.22612
H -1.06149 1.07780 4.95228
H 8.87429 5.69277 0.61204
H 2.33291 -0.81916 1.95742
H 8.16826 4.11983 0.94141
H 1.77287 3.64942 3.02695
H 7.74300 4.89412 -1.71948
H 0.95426 4.36917 -4.42105
H 3.55683 -3.06240 -5.05985
H -0.68333 2.51910 -4.72975
H -1.43212 -3.02342 -0.49213
H 4.93918 -0.57541 -1.83847
H 1.48070 2.30063 1.00943
H 3.30339 4.36957 -1.58419
H -0.93881 0.80644 -2.99708
H 0.46380 3.02639 5.08385
H -0.96878 -1.43663 3.13558
H -5.03631 3.10289 -1.41574
H 5.60028 6.32791 1.68810
H -3.23376 -1.41773 1.95745
H 1.55716 -4.81208 3.26207
H -2.29259 -3.13959 1.04590
H -5.01298 0.60656 -1.37378
H -2.95298 4.32822 -0.76423
H 2.04136 2.57320 -0.71193
H 2.98247 -2.74542 3.31363
H 5.40708 -1.91439 -3.88354
H 5.85743 5.52552 -3.17667
H 7.80591 5.48926 1.99834
H -2.20778 -0.41080 3.76807
H -3.78337 -1.41120 -0.35882
*
```

The calculated total energy is -3313.0866 Eh. For the molar mass, the calculation gives 893.6 g mol⁻¹.

Here are the Löwdin charges for atoms 1 to 8, given in e: atom 1 (W): 1.303, atom 2 (Cl): 0.828, atom 3 (Cl): 0.756, atom 4 (S): 0.751, atom 5 (O): 0.084, atom 6 (N): 0.144, atom 7 (N): -0.078, atom 8 (N): -0.153

3.
The following is a quantum chemistry calculation of a molecular structure, C38H36MoN10O4S5 at a distorted geometry, from the OMol25 dataset.

The geometry in ORCA input format:
```
! wB97M-V def2-TZVPD RIJCOSX def2/J DEFGRID3
* xyz 0 3
Mo -0.30796 -0.90323 0.67581
S 2.73067 -4.29980 2.96855
S 0.56355 -2.27673 2.65053
S 1.05244 -2.58857 -0.61982
S 3.15443 -4.61849 0.11334
S 4.84540 -6.14980 2.02682
O -1.12731 -0.80378 -1.17310
O -5.26015 1.67926 4.84556
O -3.83388 3.46303 4.82384
O 4.34140 1.29662 -3.64892
N -1.53713 0.12912 1.93712
N -4.39556 2.25100 -2.39580
N -4.92072 -2.83306 -1.46610
N 5.29724 0.35291 -1.82115
N -2.51162 1.58587 -0.83056
N -2.26508 -0.53672 -1.97458
N 0.91909 0.35776 1.88242
N -2.32757 -2.18649 -4.99005
N 1.00013 0.62448 -0.66162
N -1.86455 -2.24716 1.16577
C 1.49636 2.95225 -0.87965
C 6.30762 -1.31501 -3.36562
C 2.71512 2.66045 -1.46909
C -1.83833 -3.55684 0.87926
C 0.67066 1.91130 -0.49795
C 3.64798 -5.08743 1.71525
C 5.13026 -1.36430 -0.01605
C 4.29292 0.98655 -2.47065
C -1.94570 1.96338 3.42931
C -4.01473 -2.54889 2.17365
C -3.62478 0.30766 3.09625
C 5.31774 0.10475 -0.38641
C -3.96735 -3.89923 1.89139
C 2.25858 0.29341 1.89349
C 1.72338 -3.32646 1.91864
C -3.21831 0.39973 -1.29666
C 2.14801 0.35331 -1.28626
C -4.24279 2.32337 4.57119
C -2.94455 -1.67568 -2.56566
C -2.59867 -1.98317 -3.88270
C 2.43458 2.39989 2.99383
C -4.38947 0.80638 -2.23802
C -1.98738 2.37780 -1.95774
C -3.12237 2.67118 -2.97187
C 3.04700 1.27595 2.44002
C -3.49099 2.41791 -0.10827
C -2.93359 -1.75362 1.82724
C -2.85027 -4.41224 1.24849
C -3.23185 1.50989 3.66478
C 1.92045 -3.46175 0.59131
C 1.05975 2.45225 3.03486
C -1.11624 1.23758 2.59688
C 0.32327 1.40351 2.49272
C -2.75583 -0.37096 2.26247
C -4.59591 2.88697 -1.09310
C 3.04815 1.33088 -1.68662
C 6.48009 -0.00603 -2.60276
C -3.98260 -2.32150 -1.91378
H -5.58766 2.61040 -0.73385
H 2.69358 -0.59580 1.45117
H -3.58402 -0.13964 -0.42331
H -1.84612 -0.05366 -2.77349
H 5.47750 -1.22461 -4.06506
H -1.60602 2.85322 3.94339
H -1.59903 3.30384 -1.53118
H -0.96702 -3.91699 0.35205
H 0.53993 3.28792 3.48123
H -5.34008 0.48662 -1.81103
H 3.02831 3.20492 3.40435
H 4.23637 -1.76897 -0.49165
H -4.57786 3.96761 -1.23974
H 2.35179 -0.68959 -1.48444
H -4.29905 0.34092 -3.22061
H -3.91044 1.82732 0.70766
H 6.65689 0.79914 -3.31586
H 3.39949 3.44534 -1.76498
H -3.18592 3.73518 -3.20348
H -2.97881 2.13361 -3.91179
H -4.86731 -2.10864 2.66819
H -4.79437 -4.53925 2.16267
H -1.14152 1.85139 -2.41023
H 7.21324 -1.53144 -3.93228
H 1.18885 3.97527 -0.71165
H -2.95917 3.26110 0.33577
H -2.77099 -5.46397 1.01825
H 4.12204 1.17063 2.44485
H 5.03333 -1.47239 1.06676
H 5.98329 -1.96133 -0.33640
H 7.32910 -0.06210 -1.92049
H -0.29203 2.10354 -0.03854
H -4.59559 -0.08719 3.36292
H 4.53713 0.70944 0.06901
H 6.11220 -2.14886 -2.69227
H 6.27694 0.45756 0.00378
*
```

The calculated total energy is -4377.2754 Eh. For the molar mass, the calculation gives 953.0 g mol⁻¹. For the energy above the lowest of the compared OMol25 structures with the same formula, charge and spin, the calculation gives 1.0129 eV. Its expectation value of S² is 2.024.

Here are the Löwdin charges for atoms 1 to 8, given in e: atom 1 (Mo): 1.437, atom 2 (S): 0.894, atom 3 (S): 0.666, atom 4 (S): 0.633, atom 5 (S): 0.889, atom 6 (S): 0.554, atom 7 (O): -0.389, atom 8 (O): -0.009

4.
The following is a quantum chemistry calculation of a molecular structure, C38H36N2O2PSSn, from the OMol25 dataset.

The geometry in ORCA input format:
```
! wB97M-V def2-TZVPD RIJCOSX def2/J DEFGRID3
* xyz -1 1
Sn 1.98891 -1.05650 -1.54321
S -1.00663 -4.28196 -4.39739
P 2.07162 1.13503 1.27960
O -4.29367 2.85762 -2.11650
O 3.85052 -1.17436 -0.62494
N -3.33202 3.55913 -0.17132
N -0.55782 -2.27138 -2.83082
C -0.33077 5.10319 0.99054
C 0.31584 3.19942 2.31541
C -3.15734 1.39920 1.00285
C -1.02761 -1.26121 2.57280
C 0.75877 -1.15365 0.37199
C 0.48539 4.65727 -0.03789
C 3.25757 2.32758 3.52389
C -2.35090 -0.73168 -3.53867
C 3.40726 0.00979 5.02331
C -1.42622 1.57704 -0.92140
C -3.83036 -1.50980 -5.28181
C 2.22705 -6.14664 -2.01010
C -3.28448 3.07850 -1.48189
C 1.15049 -5.49147 -2.57428
C -0.12347 -3.45269 -3.10990
C -1.05128 -2.25344 1.59801
C -1.64822 -1.93322 -3.61665
C 3.86526 2.34743 4.77010
C -1.91168 2.64894 -1.93256
C -0.17498 -2.19191 0.52541
C -2.05267 -2.90945 -4.53662
C 4.12694 -1.47372 0.70041
C 3.06317 -4.02196 -1.24638
C 1.12078 2.72112 1.28024
C 3.19383 -5.39905 -1.34893
C -0.41168 4.37076 2.17025
C 3.94019 1.18647 5.52807
C 1.20348 3.47520 0.10885
C -4.03254 2.62242 0.72362
C 0.77148 -0.17048 1.37471
C 1.96982 -3.32212 -1.77144
C -0.11316 -0.23067 2.45789
C 2.79705 -0.00819 3.77612
C -3.43744 -0.52835 -4.36558
C -3.14286 -2.70596 -5.37744
C -2.53180 0.74343 -0.24164
C 1.02566 -4.10153 -2.46086
C 2.70135 1.15279 3.00965
H -0.21098 -2.97989 -0.21843
H 3.46670 -0.90585 5.59907
H 2.38968 -0.93631 3.39528
H -2.07885 -0.19732 0.07375
H 0.39199 -6.06681 -3.09475
H -2.03340 0.01576 -2.82869
H -0.71025 0.91630 -1.41651
H 4.96407 -2.18891 0.78447
H -1.21323 3.48995 -1.93292
H 4.42568 -0.57991 1.27226
H 4.41302 1.19970 6.50233
H -0.90124 6.01703 0.87788
H -0.06827 0.51696 3.24087
H -2.39581 3.72510 0.18244
H -4.96205 2.34282 0.22863
H 2.31422 -7.22340 -2.08814
H 4.28298 3.27215 5.15010
H -3.74638 0.65441 1.54669
H -1.98991 2.26192 -2.94774
H 3.84176 -3.45311 -0.75510
H 3.27647 -1.92749 1.23702
H -4.29040 3.13505 1.65195
H 0.26078 2.65592 3.25003
H 3.21189 3.23994 2.93953
H -4.68484 -1.33315 -5.92288
H -3.44844 -3.46697 -6.08411
H 4.05505 -5.89413 -0.91316
H -1.75376 -3.07624 1.67748
H -3.99080 0.40033 -4.29485
H -0.85637 2.06737 -0.13259
H -3.31941 0.48157 -0.95822
H -2.34106 1.69326 1.67308
H 1.82328 3.10870 -0.70260
H -1.04275 4.71676 2.98042
H 0.56257 5.22618 -0.95651
H -1.70475 -1.29864 3.41836
*
```

The calculated total energy is -2683.5562 Eh. For the molar mass, the calculation gives 734.5 g mol⁻¹. For the energy above the lowest of the compared OMol25 structures with the same formula, charge and spin, the calculation gives 0.0000 eV.

Here are the Löwdin charges for atoms 1 to 8, given in e: atom 1 (Sn): 1.003, atom 2 (S): 1.079, atom 3 (P): 1.105, atom 4 (O): 0.068, atom 5 (O): -0.576, atom 6 (N): 0.062, atom 7 (N): 0.088, atom 8 (C): -0.110